62
Properties=species:S:1:pos:R:3:forces:R:3 method="wB97M-V/def2-TZVPD" charge=0 orbital_gap_ev=8.51 fmax_ev_per_a=1.05 smiles="Cc1ccc2cc(CN(C[C@@H]3CCCO3)S(=O)(=O)c3ccc4c(c3)OCCO4)c(=O)[nH]c2c1C" homo_energy_ha=-0.30374 e_tot_ev=-52480.27315
C 1.550515 -5.156193 1.486619 0.0 0.0 -0.1
C 1.398846 -3.979446 0.566617 -0.1 0.2 -0.2
C 2.553199 -3.376912 0.052836 0.1 0.0 0.0
C 2.483027 -2.305580 -0.800670 -0.3 0.0 0.0
C 1.239772 -1.783281 -1.169664 -0.1 -0.4 0.3
C 1.097419 -0.646254 -2.019819 -0.5 0.0 -0.4
C -0.112407 -0.130112 -2.327228 0.3 -0.2 -0.3
C -0.266442 1.158720 -3.081789 0.2 -0.5 -0.2
N -0.353681 2.257740 -2.140389 0.9 0.3 0.5
C -1.495322 3.135743 -2.139785 -0.5 0.3 0.5
C -2.633943 2.633998 -1.230631 -0.2 0.0 -0.6
C -3.768348 3.663752 -1.164795 0.2 -0.2 0.1
C -3.295276 4.611893 -0.054760 0.1 0.0 0.1
C -2.241718 3.785384 0.710122 0.1 0.3 0.3
O -2.210120 2.500524 0.110286 0.0 -0.2 0.0
S 1.080440 2.769188 -1.488740 0.0 0.0 0.1
O 0.866888 4.062139 -0.900737 -0.3 -0.1 0.1
O 2.119211 2.648510 -2.478182 0.0 -0.3 0.0
C 1.488644 1.609710 -0.179589 -0.1 0.4 -0.3
C 2.822783 1.278879 -0.019520 0.1 0.1 -0.1
C 3.192639 0.409666 0.987132 -0.2 0.0 0.2
C 2.227812 -0.141441 1.822569 0.0 0.1 0.1
C 0.876525 0.173913 1.628874 0.1 0.0 -0.2
C 0.513716 1.074519 0.633536 0.0 -0.2 0.4
O -0.113497 -0.385783 2.389959 -0.1 0.3 -0.2
C 0.315628 -1.487800 3.160547 0.4 -0.3 0.3
C 1.660380 -1.185509 3.816571 -0.6 -0.1 0.1
O 2.641505 -0.976847 2.824305 0.2 0.1 -0.4
C -1.331910 -0.767593 -1.845477 0.2 -0.2 0.1
O -2.468522 -0.426339 -2.130055 -0.2 0.2 -0.1
N -1.132658 -1.854558 -1.025618 -0.4 -0.2 0.2
C 0.074717 -2.377452 -0.650485 0.8 0.0 0.0
C 0.148083 -3.482858 0.217091 0.0 0.0 0.0
C -1.132294 -4.084948 0.728916 0.2 0.1 -0.1
H 2.602909 -5.376947 1.642367 0.0 0.0 0.0
H 1.098222 -4.960146 2.458574 0.0 -0.1 0.1
H 1.076255 -6.040648 1.063130 0.0 -0.1 0.1
H 3.516912 -3.769902 0.339140 0.1 0.0 0.0
H 3.379028 -1.849979 -1.191830 0.1 0.1 0.0
H 1.993213 -0.178499 -2.403177 0.1 0.1 -0.1
H -1.184524 1.131509 -3.671687 0.1 0.1 0.1
H 0.599592 1.323595 -3.731705 -0.2 -0.1 -0.1
H -1.135214 4.097863 -1.773411 -0.2 0.1 -0.1
H -1.874869 3.262636 -3.159579 0.1 0.0 0.0
H -2.956226 1.642176 -1.558348 0.0 0.2 0.0
H -4.694161 3.166686 -0.876292 0.0 0.0 -0.1
H -3.921870 4.170060 -2.114698 -0.1 0.0 -0.1
H -2.844131 5.510540 -0.472184 0.0 0.1 0.0
H -4.116520 4.911192 0.593849 0.0 0.1 0.0
H -2.498831 3.637393 1.761749 0.1 0.1 -0.1
H -1.249710 4.249632 0.649361 -0.1 0.0 0.0
H 3.549287 1.711066 -0.687618 0.2 0.0 -0.1
H 4.223565 0.142244 1.153509 0.1 0.0 0.0
H -0.524920 1.336560 0.505228 -0.2 0.0 0.0
H -0.461328 -1.664304 3.906084 0.1 0.0 0.0
H 0.427390 -2.369073 2.516302 -0.1 0.1 0.1
H 2.006123 -2.024675 4.421714 -0.1 0.1 0.0
H 1.566764 -0.289621 4.444870 0.0 -0.1 0.0
H -1.980078 -2.280750 -0.672247 0.1 0.1 -0.1
H -1.720523 -4.482807 -0.098808 -0.1 -0.1 0.0
H -0.941341 -4.897139 1.421253 -0.1 0.0 0.0
H -1.730627 -3.334032 1.246406 -0.1 0.0 0.1


63
Properties=species:S:1:pos:R:3:forces:R:3 method="wB97M-V/def2-TZVPD" charge=0 orbital_gap_ev=8.59 fmax_ev_per_a=1.04 smiles="COc1ccc(OC)c(N(CC(=O)NCc2ccccc2)S(=O)(=O)c2ccc(OC)c(OC)c2)c1" homo_energy_ha=-0.29860 e_tot_ev=-54526.16583
C 3.541742 3.150003 -1.920297 0.1 0.1 0.0
O 2.974829 1.881017 -2.139927 -0.1 -0.2 -0.1
C 2.021337 1.441306 -1.275481 -0.2 -0.1 0.1
C 1.592038 2.115244 -0.142584 0.1 0.1 -0.3
C 0.602830 1.567757 0.660288 -0.2 -0.1 0.1
C 0.013737 0.350511 0.359046 0.0 0.0 0.1
O -1.002868 -0.212980 1.079840 0.3 0.0 -0.4
C -1.436784 0.433249 2.251647 -0.1 0.1 0.2
C 0.467956 -0.348708 -0.774862 0.4 0.7 0.2
N -0.061657 -1.595975 -1.178453 -0.7 0.0 -0.8
C -0.262984 -2.633939 -0.192176 -0.3 -0.5 0.5
C 1.037676 -2.932621 0.552283 -0.3 0.0 -0.4
O 1.055977 -3.252563 1.722086 -0.1 0.0 0.4
N 2.134418 -2.832072 -0.222088 0.3 -0.1 -0.4
C 3.474258 -2.808954 0.329648 0.0 0.0 0.1
C 3.923323 -1.390324 0.577503 0.1 -0.1 -0.1
C 4.847398 -0.770515 -0.250492 0.0 -0.1 0.1
C 5.237680 0.535745 -0.010998 0.1 0.1 0.0
C 4.697233 1.235503 1.053183 0.1 0.1 0.0
C 3.756748 0.630566 1.870434 0.0 0.0 0.1
C 3.371781 -0.675430 1.634171 0.0 0.0 0.1
S -1.248796 -1.459859 -2.365287 0.0 -0.1 -0.2
O -0.687409 -0.712552 -3.448764 -0.1 0.3 0.2
O -1.724555 -2.787868 -2.623699 -0.2 0.0 0.4
C -2.497061 -0.490902 -1.546884 0.5 -0.2 -0.5
C -2.430034 0.879561 -1.605417 0.0 -0.1 -0.2
C -3.301790 1.630733 -0.827279 -0.1 0.0 0.2
C -4.209820 1.005886 0.013525 -0.1 -0.1 0.1
O -5.083045 1.645996 0.831465 0.1 -0.4 -0.1
C -5.118634 3.052495 0.811281 0.0 0.3 0.0
C -4.263968 -0.410640 0.064912 0.1 0.1 -0.1
O -5.177399 -0.932338 0.918563 0.1 0.3 -0.1
C -5.263966 -2.335137 1.021840 0.0 -0.2 0.0
C -3.398857 -1.146658 -0.725075 -0.4 -0.1 0.2
C 1.451658 0.204337 -1.572197 0.1 0.3 0.2
H 2.783899 3.939557 -1.953219 0.0 0.0 0.0
H 4.250916 3.299474 -2.732764 0.0 0.0 0.1
H 4.071400 3.192237 -0.963978 0.0 0.0 0.0
H 2.009304 3.069319 0.135291 0.1 0.1 0.0
H 0.286207 2.123854 1.527901 -0.1 0.0 0.1
H -0.631248 0.510321 2.988131 0.0 0.0 0.0
H -2.233484 -0.191234 2.652217 0.0 0.1 0.0
H -1.837726 1.428357 2.035496 0.0 0.0 0.0
H -1.025172 -2.381462 0.552610 0.2 -0.1 -0.1
H -0.585512 -3.519773 -0.745643 0.1 0.0 0.2
H 2.009597 -2.468210 -1.155094 -0.1 0.0 0.1
H 3.433050 -3.361559 1.272206 0.1 0.0 -0.2
H 4.150456 -3.316503 -0.362588 0.0 0.0 0.1
H 5.273786 -1.314156 -1.081263 0.0 -0.1 -0.1
H 5.966341 1.004803 -0.655778 0.1 0.0 -0.1
H 5.012262 2.250287 1.252618 0.0 0.1 0.0
H 3.330657 1.176679 2.699268 -0.1 0.0 0.1
H 2.645030 -1.155570 2.272127 -0.1 -0.1 0.1
H -1.707663 1.346798 -2.254091 0.1 0.1 -0.1
H -3.252603 2.706400 -0.877432 0.0 0.1 0.0
H -4.165108 3.486183 1.130569 0.0 0.0 0.0
H -5.895930 3.334543 1.519422 0.1 0.0 -0.1
H -5.376722 3.435062 -0.181122 0.0 0.0 0.0
H -6.048890 -2.525064 1.751970 0.1 0.0 -0.1
H -4.324202 -2.770203 1.375854 0.0 0.0 0.0
H -5.537492 -2.792143 0.066207 0.0 0.0 0.0
H -3.399550 -2.223383 -0.736082 -0.1 -0.2 0.1
H 1.765411 -0.314473 -2.462578 0.1 -0.1 -0.1


63
Properties=species:S:1:pos:R:3:forces:R:3 method="wB97M-V/def2-TZVPD" charge=+1 orbital_gap_ev="5.38 / 6.54" fmax_ev_per_a=4.67 homo_energy_ha="-0.31553 / -0.36858" e_tot_ev=-180338.31762 spin_multiplicity=3
W 0.092887 0.055076 -0.476849 0.0 -0.9 -0.5
O 0.431787 1.871576 -0.250449 1.5 4.1 -0.1
C 1.573787 2.569076 -0.063049 0.0 -1.2 -0.8
C 1.589287 3.720276 0.713251 -0.1 0.3 0.0
C 2.779087 4.387676 0.964451 -0.3 -0.4 -0.3
C 3.970587 3.921776 0.414351 0.2 0.1 0.0
C 3.975787 2.799176 -0.377749 -0.4 -0.4 -0.2
C 2.783787 2.087376 -0.650549 -0.2 1.1 1.2
C 2.748287 1.042476 -1.597749 -2.2 -1.2 -1.1
N 1.609987 0.396076 -1.915549 2.7 1.2 0.7
C 1.595287 -0.366324 -3.153549 -0.2 -0.4 -0.2
C 0.145587 -0.865224 -3.280449 0.1 0.3 -0.7
N -0.146313 -1.399824 -1.964249 0.5 -3.4 -0.5
C -0.068713 -2.740624 -1.847149 -0.1 2.7 -0.4
C 0.213887 -3.378924 -0.620949 0.4 -0.4 1.4
C -0.038613 -4.753124 -0.420349 0.0 0.5 -0.2
C 0.210087 -5.354024 0.788351 0.0 -0.2 0.1
C 0.757887 -4.619624 1.836551 0.0 0.3 -0.4
C 1.076887 -3.283924 1.659751 0.2 0.1 0.1
C 0.808587 -2.650024 0.454151 0.0 0.6 -0.9
O 1.095387 -1.325324 0.282051 1.2 -4.3 1.3
H 0.653687 4.093476 1.103751 -0.1 -0.1 0.1
H 2.779987 5.267476 1.588351 0.0 0.1 0.0
H 4.889787 4.459876 0.588951 0.1 0.0 0.1
H 4.892387 2.445676 -0.824549 0.2 0.0 -0.1
H 3.642687 0.835076 -2.178349 0.0 0.0 -0.1
H 2.280487 -1.229424 -3.097149 -0.2 0.2 0.0
H 1.883587 0.264776 -4.002949 -0.1 -0.1 0.2
H 0.044687 -1.617224 -4.072349 0.0 0.1 0.2
H -0.507513 -0.008024 -3.506949 0.2 -0.3 0.1
H -0.213013 -3.344924 -2.740449 0.1 0.1 -0.1
H -0.461313 -5.321024 -1.233949 -0.1 -0.1 -0.1
H -0.014513 -6.398624 0.927951 0.0 -0.1 0.0
H 0.941887 -5.089224 2.786751 0.1 -0.1 0.2
H 1.545487 -2.711424 2.447651 0.0 0.1 0.0
C 1.952887 1.774976 3.467051 -0.2 -0.3 -0.5
Se 1.281287 0.379276 2.202951 0.4 0.4 2.4
C -0.407513 0.054576 3.214051 0.4 0.0 -0.2
C -1.418113 1.176376 3.088451 -0.3 0.0 -0.5
Se -1.952813 1.606876 1.212851 -1.3 1.2 2.0
C -2.376313 3.506576 1.660851 0.1 -0.5 -0.2
H 2.053587 1.338576 4.460251 -0.1 -0.1 -0.1
H 1.305287 2.645076 3.498651 -0.1 0.0 0.0
H 2.933787 2.070276 3.099851 0.0 0.0 0.0
H -0.117513 -0.056424 4.262851 0.0 -0.1 -0.1
H -0.803013 -0.903024 2.861651 0.1 0.2 0.1
H -1.010813 2.104776 3.493651 -0.1 -0.1 0.0
H -2.325213 0.917876 3.636351 0.1 0.0 0.1
H -3.255213 3.530176 2.306651 0.1 0.0 0.0
H -2.608913 4.005976 0.722851 0.0 0.0 0.0
H -1.532813 3.995776 2.142851 0.0 0.0 0.0
O -1.475613 0.730876 -1.431049 -3.0 0.3 -2.1
N -2.484113 -0.148824 -1.723049 -0.7 -0.3 0.2
C -3.230113 0.049776 -2.847049 0.8 0.2 0.7
C -4.229413 -0.816924 -3.177449 -0.3 -0.4 0.1
C -4.508713 -1.914324 -2.352249 0.7 0.4 0.5
C -3.770013 -2.078624 -1.186149 -0.8 -0.2 -0.9
C -2.758713 -1.195224 -0.864649 1.1 1.3 0.5
S -1.813513 -1.313624 0.580151 -0.3 -0.1 -0.6
H -2.964113 0.921176 -3.422649 0.1 0.1 0.0
H -4.800413 -0.639024 -4.072349 0.0 0.0 -0.1
H -5.284813 -2.612424 -2.613649 -0.1 -0.1 0.0
H -3.962613 -2.890624 -0.502649 0.0 -0.1 0.0


59
Properties=species:S:1:pos:R:3:forces:R:3 method="wB97M-V/def2-TZVPD" charge=+1 orbital_gap_ev="7.61 / 7.03" fmax_ev_per_a=0.74 homo_energy_ha="-0.36899 / -0.37673" e_tot_ev=-35952.95676 spin_multiplicity=2
Re -1.499521 -0.507170 -0.516536 -0.2 0.5 -0.5
C 3.473142 4.072561 -1.021592 0.0 0.0 0.0
C 2.702997 2.800399 -0.805211 0.0 0.0 0.0
C 2.746665 2.121780 0.412405 0.0 0.0 0.0
C 2.005332 0.975619 0.622624 0.0 -0.1 0.0
C 1.203325 0.438283 -0.383207 0.0 0.2 -0.1
N 0.410338 -0.708453 -0.172401 -0.1 -0.4 0.2
C 1.017624 -1.854997 0.365252 0.3 -0.1 0.0
C 2.384998 -2.067396 0.120725 -0.1 0.0 0.0
C 3.076256 -3.146755 0.615892 0.0 0.0 0.0
C 2.433726 -4.100739 1.400479 0.0 0.1 0.0
C 3.160917 -5.290933 1.957882 0.0 0.0 0.0
C 1.085085 -3.918478 1.633862 -0.1 0.0 0.0
C 0.362015 -2.838002 1.123222 0.0 0.0 0.0
N -1.040816 -2.805480 1.435463 0.0 0.1 0.2
C -1.725529 -3.693208 2.192042 0.1 0.1 0.0
C -2.989586 -3.200727 2.405317 0.0 0.0 0.0
C -3.020475 -1.987528 1.731168 0.1 0.0 0.1
N -1.846922 -1.753969 1.142407 0.0 -0.2 -0.1
C 1.159240 1.120560 -1.601165 0.1 0.0 0.1
C 1.885579 2.288072 -1.801160 0.0 0.0 0.0
N 0.335519 0.645542 -2.664104 0.0 0.1 0.0
C 0.553778 0.742392 -3.989269 0.0 0.0 0.1
C -0.585514 0.324965 -4.640430 0.0 0.0 0.0
C -1.476758 -0.015222 -3.624219 0.1 0.0 0.0
N -0.916220 0.190477 -2.433045 0.0 -0.3 0.2
H 4.259731 4.184779 -0.277804 0.0 0.0 0.0
H 2.817491 4.941711 -0.945120 0.0 0.0 0.0
H 3.933874 4.092844 -2.008847 0.0 0.0 0.0
H 3.360580 2.510057 1.215269 0.0 0.0 0.0
H 2.044416 0.467752 1.578222 0.0 0.0 0.0
H 2.912022 -1.346188 -0.488165 0.0 0.0 0.0
H 4.130002 -3.250091 0.389850 0.0 0.0 0.0
H 4.236517 -5.123900 1.963371 0.0 0.0 0.0
H 2.966568 -6.181704 1.357907 0.0 0.0 0.0
H 2.847671 -5.504898 2.979570 0.0 0.0 0.0
H 0.586362 -4.644027 2.257981 0.0 0.0 0.0
H -1.283008 -4.606712 2.537248 0.0 0.0 0.0
H -3.778022 -3.664581 2.969295 0.0 0.0 0.0
H -3.818728 -1.274682 1.618915 0.0 0.0 0.0
H 1.790214 2.816742 -2.741748 0.0 0.0 0.0
H 1.499436 1.089641 -4.366506 0.0 0.0 0.0
H -0.745396 0.268405 -5.701413 0.0 0.0 0.0
H -2.480545 -0.400782 -3.687954 0.0 0.0 0.0
C -4.085746 2.718987 0.553430 0.0 0.0 0.0
C -2.618000 2.294412 0.463374 -0.1 0.1 0.0
C -1.960727 2.328906 1.847063 0.0 0.0 0.0
C -1.855208 3.226154 -0.491551 0.0 0.0 0.0
C -2.500917 0.907736 -0.079768 0.0 0.3 0.2
H -4.161424 3.722535 0.973214 0.0 0.0 0.0
H -4.653145 2.044294 1.196906 0.0 0.0 0.0
H -4.554311 2.729443 -0.432063 0.0 0.0 0.0
H -1.927410 3.354823 2.216481 0.0 0.0 0.0
H -0.938535 1.946858 1.797831 0.0 0.0 0.0
H -2.519488 1.727039 2.565289 0.0 0.0 0.0
H -1.964132 4.260062 -0.160497 0.0 0.0 0.0
H -2.241069 3.152397 -1.509854 0.0 0.0 0.0
H -0.792279 2.976013 -0.504311 0.0 0.0 0.0
H -3.401990 0.404380 -0.592017 -0.1 -0.1 0.0